# C19H60O11

11 unconnected molecules or ions with the total composition C19H60O11 at a distorted geometry (ωB97M-V/def2-TZVPD, the Open Molecules 2025 dataset).

Atoms and positions in Å:
C1 -2.038 0.357 -3.667
C2 -2.124 1.794 -4.198
O1 -1.780 1.653 -5.552
H1 -1.245 -0.329 -3.976
H2 -2.972 -0.081 -3.959
H3 -1.962 0.343 -2.537
H4 -1.440 2.446 -3.612
H5 -3.099 2.187 -3.941
H6 -1.479 2.464 -5.874
C3 1.318 2.257 -3.189
C4 0.905 3.666 -2.669
O2 1.740 4.776 -3.112
H7 2.274 1.963 -2.778
H8 1.273 2.197 -4.196
H9 0.581 1.481 -2.859
H10 0.762 3.482 -1.591
H11 -0.111 3.848 -2.909
H12 1.208 5.415 -3.620
C5 -1.237 -2.804 -1.315
C6 -1.188 -3.746 -2.496
O3 -1.146 -2.931 -3.708
H13 -0.724 -3.192 -0.402
H14 -2.158 -2.459 -1.104
H15 -0.605 -1.979 -1.431
H16 -1.964 -4.454 -2.366
H17 -0.365 -4.455 -2.493
H18 -0.440 -3.294 -4.236
C7 -3.699 -0.793 1.172
C8 -3.828 -0.131 -0.206
O4 -3.172 1.035 0.086
H19 -2.681 -0.986 1.415
H20 -4.270 -1.695 1.382
H21 -4.197 -0.140 1.936
H22 -4.882 0.076 -0.407
H23 -3.449 -0.817 -0.949
H24 -2.258 0.775 0.229
C9 2.984 -3.487 -3.107
C10 2.575 -2.668 -1.905
O5 2.103 -1.402 -2.336
H25 3.664 -2.962 -3.727
H26 2.060 -3.866 -3.584
H27 3.482 -4.339 -2.625
H28 3.406 -2.376 -1.302
H29 1.795 -3.161 -1.358
H30 2.832 -0.973 -2.812
C11 3.107 2.022 4.164
C12 2.195 0.798 4.010
O6 0.994 1.169 3.360
H31 4.077 1.829 4.688
H32 2.640 2.655 4.958
H33 3.321 2.602 3.209
H34 1.867 0.305 4.977
H35 2.662 -0.075 3.474
H36 0.423 0.480 3.383
C13 3.568 1.115 -0.229
C14 3.121 2.486 0.156
O7 1.768 2.537 0.522
H37 2.984 0.809 -1.058
H38 3.278 0.365 0.571
H39 4.607 1.105 -0.485
H40 3.226 3.141 -0.552
H41 3.709 2.879 0.942
H42 1.580 3.320 0.988
C15 -0.907 -1.859 3.755
C16 -2.268 -1.793 4.397
O8 -3.051 -2.689 3.580
H43 -0.283 -2.680 4.069
H44 -0.340 -0.964 4.036
H45 -1.012 -1.810 2.657
H46 -2.713 -0.780 4.357
H47 -2.332 -2.068 5.433
H48 -3.980 -2.641 3.885
C17 1.559 -1.943 1.508
O9 2.088 -3.028 2.061
H49 0.706 -2.073 0.861
H50 2.389 -1.337 1.129
H51 1.249 -1.289 2.304
H52 2.343 -2.832 2.950
C18 -2.791 2.699 2.919
O10 -2.494 1.370 3.182
H53 -2.582 3.108 1.899
H54 -2.384 3.406 3.599
H55 -3.857 2.897 2.923
H56 -1.718 1.254 2.667
C19 -0.366 0.235 -0.193
O11 -0.342 0.981 0.981
H57 0.640 -0.140 -0.258
H58 -0.637 0.919 -1.016
H59 -1.024 -0.593 0.034
H60 0.533 1.413 1.092

Atoms 1-3, force components in eV/Å:
-0.28 0.23 2.06
1.74 -1.26 1.56
-0.86 -0.97 0.22

SMILES: CCO.CCO.CCO.CCO.CCO.CCO.CCO.CCO.CO.CO.CO
Energy relative to the best compared isomer or geometry (same formula, charge and spin), kJ/mol: 738.7
HOMO, eV: -9.29
Largest force on an atom, eV/A: 6.0
LUMO energy, hartree: 0.0188
Kohn-Sham gap, eV: 9.80

These are the Löwdin partial charges, in e, on atoms 1 to 5: -0.08, -0.31, -0.04, 0.07, 0.07

# C19H60O11

11 unconnected molecules or ions with the total composition C19H60O11 at a distorted geometry (ωB97M-V/def2-TZVPD, the Open Molecules 2025 dataset).

Atoms and positions in Å:
C1 3.926 1.987 -4.680
C2 3.475 1.781 -3.219
C3 3.767 0.311 -2.643
O1 4.330 2.585 -2.395
H1 3.210 1.407 -5.262
H2 4.936 1.628 -4.874
H3 3.846 3.036 -4.965
H4 2.497 2.219 -3.018
H5 3.574 0.149 -1.582
H6 4.740 -0.169 -2.744
H7 3.125 -0.377 -3.192
H8 4.235 2.262 -1.496
C4 -2.636 -2.573 2.208
C5 -3.536 -2.936 1.010
C6 -3.176 -2.191 -0.373
O2 -3.596 -4.314 0.740
H9 -2.471 -1.504 2.344
H10 -1.735 -3.169 2.356
H11 -3.157 -2.951 3.088
H12 -4.573 -2.706 1.256
H13 -3.768 -2.591 -1.196
H14 -2.120 -2.413 -0.520
H15 -3.317 -1.110 -0.350
H16 -3.081 -4.481 -0.052
C7 -3.531 1.995 0.849
C8 -4.611 2.007 1.969
C9 -4.656 0.775 2.845
O3 -4.597 3.221 2.739
H17 -2.531 1.856 1.260
H18 -3.641 2.958 0.350
H19 -3.770 1.213 0.129
H20 -5.598 1.963 1.507
H21 -4.527 -0.169 2.317
H22 -5.643 0.778 3.307
H23 -3.863 0.759 3.593
H24 -4.102 3.894 2.265
C10 3.426 3.869 0.746
C11 3.444 2.427 1.276
O4 3.862 1.530 0.315
H25 2.707 3.911 -0.072
H26 4.354 4.132 0.237
H27 3.380 4.642 1.512
H28 2.475 2.085 1.640
H29 4.129 2.475 2.122
H30 3.899 0.687 0.773
C12 1.224 -1.738 5.363
C13 1.326 -0.324 4.771
O5 0.139 -0.137 4.114
H31 0.786 -2.554 4.789
H32 0.648 -1.832 6.284
H33 2.265 -2.034 5.494
H34 2.136 -0.162 4.061
H35 1.320 0.420 5.568
H36 -0.069 0.788 3.961
C14 0.244 -0.543 -1.209
C15 -0.505 0.174 -0.104
O6 0.393 0.751 0.860
H37 0.481 -1.525 -0.800
H38 1.173 -0.006 -1.400
H39 -0.186 -0.632 -2.206
H40 -1.210 -0.507 0.373
H41 -1.142 0.988 -0.452
H42 -0.098 1.388 1.384
C16 -3.035 -1.203 -5.432
C17 -2.709 -1.035 -3.908
O7 -1.982 0.167 -3.827
H43 -3.711 -0.541 -5.972
H44 -3.531 -2.172 -5.485
H45 -2.095 -1.347 -5.965
H46 -2.089 -1.830 -3.493
H47 -3.607 -0.887 -3.307
H48 -2.206 0.760 -3.106
C18 4.323 -3.043 -1.136
C19 2.986 -3.637 -1.566
O8 2.110 -3.764 -0.531
H49 4.990 -3.042 -1.999
H50 4.819 -3.567 -0.320
H51 4.178 -2.052 -0.706
H52 3.110 -4.588 -2.084
H53 2.509 -3.009 -2.318
H54 1.962 -2.914 -0.110
O9 -0.599 2.432 3.490
H55 -1.546 2.311 3.412
H56 -0.498 3.125 4.142
O10 2.668 -0.714 1.407
H57 2.551 -0.800 2.353
H58 1.867 -0.286 1.104
O11 -2.731 2.368 -2.498
H59 -2.154 3.107 -2.691
H60 -3.603 2.757 -2.425

Atoms 1-3, force components in eV/Å:
-1.03 -0.53 0.77
3.10 -0.75 1.58
-1.69 -0.20 -1.31

SMILES: CC(C)O.CC(C)O.CC(C)O.CCO.CCO.CCO.CCO.CCO.O.O.O
Energy relative to the best compared isomer or geometry (same formula, charge and spin), kJ/mol: 300.4
HOMO, eV: -9.26
Largest force on an atom, eV/A: 3.6
LUMO energy, hartree: -0.0078
Kohn-Sham gap, eV: 9.05

These are the Löwdin partial charges, in e, on atoms 1 to 5: -0.05, -0.41, -0.05, -0.10, 0.07

# C19H62N10O12

12 unconnected molecules or ions with the total composition C19H62N10O12 at a distorted geometry (ωB97M-V/def2-TZVPD, the Open Molecules 2025 dataset).

Atoms and positions in Å:
N1 -0.896 0.255 1.124
C1 0.031 -0.254 0.336
N2 -0.498 -0.783 -0.764
O1 1.226 -0.137 0.581
H1 -0.532 0.908 1.804
H2 -1.789 0.361 0.651
H3 -1.517 -0.849 -0.772
H4 -0.003 -1.037 -1.603
N3 1.025 -0.721 3.723
C2 1.052 -0.848 5.068
N4 1.319 -2.092 5.470
O2 0.840 0.089 5.851
H5 1.090 -1.467 3.040
H6 0.540 0.088 3.359
H7 1.455 -2.781 4.753
H8 1.347 -2.315 6.448
N5 1.588 -1.338 -5.421
C3 1.668 -0.474 -4.368
N6 2.544 0.557 -4.556
O3 1.017 -0.595 -3.333
H9 1.070 -2.147 -5.101
H10 2.459 -1.549 -5.881
H11 2.977 0.663 -5.453
H12 2.672 1.108 -3.720
N7 3.412 1.846 0.051
C4 3.043 2.632 -0.987
N8 1.977 2.091 -1.621
O4 3.549 3.703 -1.314
H13 4.165 1.965 0.700
H14 2.890 0.989 0.150
H15 1.514 1.264 -1.280
H16 1.623 2.663 -2.369
N9 -2.170 -1.334 -3.620
C5 -3.331 -2.006 -3.485
N10 -4.388 -1.163 -3.368
O5 -3.437 -3.231 -3.572
H17 -2.244 -0.356 -3.403
H18 -1.323 -1.873 -3.646
H19 -5.275 -1.601 -3.196
H20 -4.082 -0.218 -3.218
C6 1.963 -4.776 3.061
C7 2.003 -3.965 1.776
O6 1.055 -2.919 1.872
H21 2.530 -4.214 3.814
H22 2.469 -5.740 3.089
H23 0.956 -4.887 3.465
H24 1.745 -4.746 1.051
H25 3.031 -3.671 1.562
H26 1.189 -2.297 1.145
C8 -0.794 3.945 0.285
C9 -0.729 5.369 0.767
O7 -0.614 6.354 -0.250
H27 -0.925 3.317 1.170
H28 0.070 3.631 -0.301
H29 -1.687 3.612 -0.251
H30 0.134 5.340 1.437
H31 -1.672 5.545 1.291
H32 -0.770 7.219 0.136
C10 -3.975 0.141 2.029
C11 -4.306 0.412 0.561
O8 -3.379 -0.373 -0.264
H33 -3.215 0.858 2.331
H34 -3.747 -0.919 2.115
H35 -4.837 0.337 2.667
H36 -4.245 1.482 0.339
H37 -5.307 0.151 0.214
H38 -3.615 -0.054 -1.146
C12 -1.371 2.340 -2.736
C13 -2.794 2.831 -2.730
O9 -3.660 1.701 -2.805
H39 -1.084 1.995 -1.742
H40 -0.684 3.150 -2.985
H41 -1.231 1.521 -3.441
H42 -3.054 3.504 -3.555
H43 -3.077 3.463 -1.881
H44 -4.513 2.026 -3.111
C14 2.635 2.388 3.553
C15 1.328 3.009 3.099
O10 0.267 2.166 3.427
H45 2.555 2.142 4.613
H46 3.495 3.019 3.320
H47 2.843 1.452 3.031
H48 1.341 3.234 2.030
H49 1.210 3.999 3.560
H50 0.292 1.865 4.348
C16 -3.125 -3.535 1.028
C17 -2.764 -4.007 -0.391
O11 -3.635 -5.020 -0.842
H51 -3.137 -4.398 1.698
H52 -4.117 -3.085 1.075
H53 -2.386 -2.855 1.455
H54 -1.699 -4.259 -0.396
H55 -2.821 -3.126 -1.037
H56 -3.689 -4.894 -1.799
C18 3.973 -1.344 -1.363
C19 5.390 -0.954 -0.901
O12 5.668 -1.100 0.461
H57 3.213 -0.827 -0.771
H58 3.871 -2.413 -1.174
H59 3.640 -1.107 -2.374
H60 5.697 0.004 -1.327
H61 6.022 -1.735 -1.335
H62 5.466 -0.314 0.975

Atoms 1-3, force components in eV/Å:
-1.16 0.77 1.27
0.47 0.60 -0.92
-1.10 -1.18 -1.38

SMILES: NC(N)=O.NC(N)=O.NC(N)=O.NC(N)=O.NC(N)=O.CCO.CCO.CCO.CCO.CCO.CCO.CCO
Energy relative to the best compared isomer or geometry (same formula, charge and spin), kJ/mol: 91.1
HOMO, eV: -9.35
Largest force on an atom, eV/A: 2.2
LUMO energy, hartree: -0.0012
Kohn-Sham gap, eV: 9.32

These are the Löwdin partial charges, in e, on atoms 1 to 5: 0.21, -0.71, 0.21, -0.01, 0.08